177
Properties=species:S:1:pos:R:3:lowdin_charge:R:1 method="wB97M-V/def2-TZVPD" homo_ev=-4.37 orbital_gap_ev=5.71 energy_ev=-116966.2984 charge=-1
I -0.831 -1.886 2.523 0.971
O 4.659 -1.122 -5.051 0.078
O 1.972 -5.474 -3.766 0.091
O -1.571 -4.573 -1.779 0.144
O 2.302 -7.678 -3.443 0.147
O -6.685 -5.075 0.162 0.073
O 6.443 -2.471 -5.135 0.066
O -1.420 0.870 2.018 -0.189
O -11.197 -7.265 -1.509 0.061
O 2.032 0.026 2.562 -0.025
O -7.952 -3.690 1.418 0.145
O -13.133 -7.028 -2.642 0.157
O 3.357 -6.597 -5.128 0.071
O 9.906 2.794 3.214 0.169
O -0.063 -5.457 -0.350 0.083
O -5.928 -3.031 0.674 0.071
O 11.632 4.066 2.504 0.088
O -12.658 -5.684 -0.892 0.084
O 4.860 -2.610 -6.741 0.149
O 4.173 4.169 -0.345 0.054
O 3.766 6.386 -0.440 0.156
O 5.302 5.564 0.996 0.083
O 0.072 0.447 3.871 -0.058
O -1.217 -6.802 -1.718 0.058
O 10.079 3.383 1.035 0.042
N 1.116 1.705 5.930 -0.025
C 6.701 -1.491 -4.124 -0.096
C 1.851 -1.331 4.837 -0.068
C -0.454 6.777 1.504 -0.206
C -0.425 5.505 2.459 -0.196
C -11.697 -5.804 0.165 -0.338
C 4.355 5.463 0.025 -0.562
C -0.250 0.275 2.535 -0.681
C 2.160 1.221 4.966 -0.193
C 5.280 -2.116 -5.738 -0.560
C -5.388 4.524 -0.310 -0.237
C -10.536 -6.427 -0.555 -0.098
C -2.065 1.293 -3.056 -0.110
C 1.537 2.190 1.777 -0.083
C -4.576 5.835 0.049 -0.207
C -4.628 3.514 -1.246 -0.137
C 2.709 -4.505 -4.515 -0.334
C 1.054 0.686 1.730 -0.341
C -1.638 -0.955 -1.727 -0.221
C -5.550 -4.825 -0.679 -0.330
C -1.005 -5.520 -1.325 -0.551
C -2.475 7.262 -0.057 -0.206
C -3.817 0.963 2.260 -0.171
C 12.957 5.598 1.161 -0.022
C -6.292 1.617 2.422 -0.129
C 0.673 3.175 2.650 -0.154
C -6.951 -3.908 0.809 -0.558
C 3.148 -5.301 -5.700 -0.093
C 1.851 -3.310 -4.856 0.005
C 1.527 -1.224 -0.083 -0.193
C -4.826 2.034 2.816 -0.253
C 0.128 -6.797 0.119 -0.330
C -2.454 -0.223 -2.843 -0.252
C 1.528 -7.001 0.648 -0.012
C -1.928 7.345 1.426 -0.211
C -2.426 1.090 3.015 -0.216
C 1.108 0.274 0.190 -0.095
C 0.507 -2.069 -0.942 -0.233
C 10.482 3.357 2.337 -0.547
C -11.393 -4.464 0.792 -0.021
C 0.829 4.628 2.009 -0.194
C 5.225 3.413 0.259 -0.103
C 5.533 4.233 1.479 -0.330
C -0.188 -7.592 -1.114 -0.094
C -12.402 -6.693 -1.766 -0.560
C -4.836 -3.755 0.095 -0.086
C -3.059 5.807 -0.351 -0.208
C 5.239 0.370 -3.217 -0.014
C 10.894 4.355 0.375 -0.103
C 6.942 4.073 2.000 -0.017
C 12.152 4.319 1.196 -0.344
C -0.146 -1.288 -2.148 -0.196
C 5.313 -1.031 -3.778 -0.334
C -4.738 -6.080 -0.903 -0.015
C 2.525 -6.682 -4.056 -0.543
B 1.519 0.036 3.955 -0.899
H -0.602 -6.978 0.917 0.159
H 13.719 5.591 1.943 0.088
H 4.891 2.404 0.501 0.141
H 1.379 -2.910 -3.957 0.061
H -5.923 -4.446 -1.637 0.162
H -4.539 3.014 2.364 0.092
H -6.660 0.903 3.192 0.071
H -2.568 6.719 2.100 0.097
H 1.796 5.075 2.344 0.112
H -0.322 -2.527 -0.361 0.028
H 2.268 -6.915 -0.151 0.087
H -5.717 3.995 0.622 0.075
H 0.110 0.554 -0.220 0.100
H 1.213 -1.280 5.763 0.064
H 1.006 3.283 3.705 0.093
H -2.875 5.539 -1.417 0.104
H -9.924 -5.702 -1.099 0.141
H 13.447 5.721 0.194 0.090
H -2.276 2.136 3.395 0.124
H -9.896 -7.014 0.102 0.143
H 2.636 2.045 4.362 0.069
H -4.214 -4.146 0.905 0.144
H 0.767 4.597 0.894 0.102
H -1.535 1.439 -4.026 0.066
H -0.549 -8.596 -0.892 0.141
H -3.344 7.974 -0.085 0.093
H -1.685 -0.440 -0.733 0.102
H -3.528 -0.227 -2.506 0.093
H 1.629 -7.985 1.109 0.089
H 5.633 0.402 -2.200 0.091
H 4.206 0.723 -3.205 0.093
H 0.552 2.447 5.518 0.035
H -6.921 2.545 2.428 0.061
H -3.622 3.232 -0.866 0.061
H 6.059 3.357 -0.447 0.135
H -4.732 2.025 3.929 0.109
H 10.378 5.319 0.412 0.142
H 2.566 2.188 2.220 0.116
H -1.950 8.400 1.804 0.100
H 2.939 -1.428 5.078 0.044
H 2.379 -5.387 -6.474 0.145
H 2.510 -1.249 -0.623 0.094
H -6.333 4.859 -0.810 0.099
H 1.699 -1.802 0.861 0.081
H 1.080 -2.931 -1.386 0.094
H -4.280 -6.424 0.028 0.091
H 4.815 -1.731 -3.098 0.158
H 4.813 4.042 2.282 0.160
H 0.277 7.529 1.880 0.105
H -2.424 0.350 3.844 0.111
H -3.949 -5.905 -1.634 0.078
H 1.857 0.900 -0.361 0.105
H -4.635 6.012 1.147 0.104
H -12.115 -6.482 0.917 0.159
H -4.580 3.912 -2.292 0.075
H -10.754 -4.581 1.667 0.088
H 5.806 1.073 -3.832 0.089
H -4.194 -0.084 2.267 0.109
H -5.377 -6.890 -1.259 0.087
H 1.652 2.667 0.771 0.097
H 1.556 -2.278 4.311 -0.005
H -10.892 -3.801 0.085 0.090
H 1.044 -3.583 -5.540 0.099
H -12.315 -3.963 1.094 0.086
H 7.323 -0.704 -4.559 0.140
H -0.125 6.503 0.469 0.101
H 7.677 4.170 1.199 0.071
H 12.786 3.470 0.921 0.160
H -6.379 1.166 1.407 0.070
H 7.223 -1.934 -3.277 0.143
H 7.167 4.853 2.730 0.094
H -2.452 -0.805 -3.799 0.102
H -3.582 1.206 1.187 0.108
H -2.468 5.073 0.258 0.104
H -5.064 6.703 -0.465 0.103
H -1.724 7.578 -0.813 0.102
H 12.324 6.469 1.344 0.090
H -0.420 2.975 2.653 0.089
H -0.377 5.791 3.531 0.115
H 0.651 -7.657 -1.810 0.112
H 2.446 -2.523 -5.320 0.080
H -2.138 -1.949 -1.560 0.088
H -1.328 4.893 2.204 0.092
H 1.642 2.167 6.678 0.046
H 3.563 -4.192 -3.902 0.159
H -3.014 1.888 -3.073 0.047
H -5.236 2.573 -1.266 0.071
H 1.772 -6.238 1.389 0.093
H 2.955 0.739 5.585 0.082
H 11.061 4.079 -0.665 0.140
H -1.482 1.660 -2.179 0.069
H 7.076 3.100 2.474 0.098
H 0.384 -0.314 -2.337 0.105
H -0.120 -1.844 -3.116 0.083
H 4.064 -4.918 -6.147 0.127
H -4.231 -3.108 -0.539 0.137